{
  "formula": "C25H32N3",
  "method": "wB97M-V/def2-TZVPD",
  "e_above_lowest_kj_mol": 186.90,
  "fmax_ev_per_a": 2.28,
  "mol_weight_g_mol": 374.6,
  "lumo_ev": -4.804,
  "charge": 1,
  "spin_multiplicity": 1,
  "species": ["H", "C", "C", "H", "C", "H", "H", "H", "C", "C", "H", "H", "C", "N", "H", "H", "C", "C", "C", "H", "N", "C", "H", "H", "N", "H", "C", "H", "H", "H", "C", "C", "H", "H", "C", "H", "C", "H", "H", "H", "C", "C", "C", "H", "C", "C", "C", "H", "C", "H", "H", "H", "C", "H", "H", "H", "C", "H", "C", "H"],
  "positions_angstrom": [[-3.61, -2.96, -0.07], [1.48, 0.74, 0.91], [2.47, -3.69, 0.33], [-0.29, 0.84, -0.24], [-1.79, -2.02, 0.58], [2.19, 6.60, -0.05], [-4.01, 0.84, 1.97], [1.86, -1.08, -4.37], [1.01, -0.95, -1.62], [1.37, -1.41, -0.32], [0.12, -1.39, -4.21], [0.69, 0.04, -1.93], [-2.41, -0.04, -0.69], [1.25, -1.94, -2.53], [3.53, -5.57, 0.43], [3.27, 3.50, 1.90], [1.82, -2.80, -0.51], [2.49, 1.52, 1.56], [-4.10, -1.04, 0.86], [-2.05, -0.54, -1.60], [-1.54, -0.56, 0.46], [0.45, 1.44, 0.27], [-1.76, 1.13, 1.73], [2.10, -4.45, -3.51], [1.29, 4.98, 0.92], [-1.43, -0.42, 2.54], [-3.52, -0.14, 1.98], [-5.16, -1.26, 1.03], [-3.67, -0.60, 2.96], [1.27, 6.55, 2.30], [1.72, -3.09, -1.89], [2.83, -5.17, -1.58], [-4.40, 0.70, -0.43], [1.76, -1.27, 1.74], [1.35, 3.58, 0.92], [-1.38, -2.51, -0.32], [2.45, 2.90, 1.50], [-1.18, -2.36, 1.43], [3.31, 1.00, 2.05], [0.58, 6.17, -0.68], [2.99, -4.87, -0.21], [-3.90, -0.27, -0.47], [0.62, 5.72, 1.97], [-0.32, 6.16, 1.61], [2.21, -4.26, -2.45], [-2.03, 0.06, 1.75], [1.45, -0.70, 0.86], [3.20, -6.12, -1.96], [0.31, 2.81, 0.34], [-4.30, -0.82, -1.32], [1.99, 5.12, -1.05], [2.58, -3.42, 1.38], [1.52, 5.76, -0.29], [-3.39, -2.93, 1.69], [1.26, -2.76, -4.44], [0.41, 5.06, 2.82], [-3.27, -2.35, 0.78], [-0.58, 3.31, -0.04], [1.11, -1.78, -3.97], [-2.19, 1.03, -0.80]]
}


{
  "formula": "C3H8NO3",
  "method": "wB97M-V/def2-TZVPD",
  "e_above_lowest_kj_mol": 86.24,
  "fmax_ev_per_a": 1.67,
  "mol_weight_g_mol": 106.1,
  "lumo_ev": 3.563,
  "charge": -1,
  "spin_multiplicity": 1,
  "species": ["C", "O", "H", "H", "H", "N", "H", "H", "O", "H", "H", "C", "H", "C", "O"],
  "positions_angstrom": [[0.45, 1.37, -0.26], [2.93, 0.10, 2.61], [0.60, -0.83, 0.94], [2.30, -0.13, 3.30], [-1.59, 0.93, 0.34], [-0.35, -0.57, 1.10], [0.11, 2.27, -0.76], [0.98, 1.71, 0.64], [-2.20, -0.08, -1.74], [-0.95, -1.37, 1.00], [2.56, 0.93, 2.32], [-0.68, 0.40, 0.04], [1.14, 0.81, -0.89], [-1.06, -0.34, -1.28], [-0.20, -1.15, -1.72]]
}


{
  "formula": "C3H4N2OS",
  "method": "wB97M-V/def2-TZVPD",
  "e_above_lowest_kj_mol": 146.04,
  "fmax_ev_per_a": 2.06,
  "smiles": "SCc1nnco1",
  "mol_weight_g_mol": 116.1,
  "lumo_ev": 0.662,
  "spin_multiplicity": 1,
  "species": ["C", "C", "H", "H", "O", "H", "N", "N", "H", "S", "C"],
  "positions_angstrom": [[-1.58, 0.45, -1.52], [0.65, -0.37, 1.21], [-0.14, -0.31, 1.96], [2.81, 0.60, 0.87], [-1.04, 0.73, -0.27], [-2.40, 1.11, -1.86], [-0.14, -1.06, -1.16], [-1.05, -0.58, -2.06], [1.14, -1.35, 1.33], [1.83, 1.00, 1.62], [-0.08, -0.23, -0.14]]
}


{
  "formula": "C3H6N2O",
  "method": "wB97M-V/def2-TZVPD",
  "e_above_lowest_kj_mol": 403.04,
  "fmax_ev_per_a": 4.74,
  "smiles": "N#[N+][O-].C=CC",
  "mol_weight_g_mol": 86.1,
  "lumo_ev": 1.109,
  "spin_multiplicity": 1,
  "species": ["C", "C", "H", "H", "H", "N", "C", "H", "O", "H", "H", "N"],
  "positions_angstrom": [[-0.78, -0.62, 0.29], [0.23, 0.13, -0.53], [1.62, 1.47, -1.02], [0.43, -0.27, -1.47], [1.06, 1.41, 0.75], [1.98, -2.70, 0.14], [1.03, 1.12, -0.20], [-1.53, -0.91, -0.29], [1.80, -3.71, -0.42], [-1.10, 0.02, 1.04], [-0.48, -1.56, 0.72], [2.08, -1.69, 0.57]]
}


{
  "formula": "C15H10ClNS2",
  "method": "wB97M-V/def2-TZVPD",
  "fmax_ev_per_a": 4.67,
  "smiles": "Clc1ccccc1Sc1ccc(-c2ccccn2)s1",
  "mol_weight_g_mol": 303.8,
  "lumo_ev": 0.246,
  "spin_multiplicity": 1,
  "species": ["C", "C", "H", "S", "C", "H", "C", "C", "C", "H", "C", "C", "H", "N", "C", "H", "Cl", "C", "H", "C", "C", "C", "H", "H", "C", "C", "S", "H", "H"],
  "positions_angstrom": [[-0.70, -1.45, 2.29], [1.35, -1.08, 1.12], [1.92, 2.04, 0.92], [0.23, -1.19, -0.18], [2.51, 2.05, 0.00], [-2.43, 0.52, -0.29], [4.13, 0.69, -1.24], [0.73, -1.15, 2.32], [-5.11, -1.48, -0.31], [3.62, 3.68, -2.63], [-3.03, -0.37, -0.16], [-1.17, -1.35, 0.98], [1.27, -0.99, 3.19], [-3.33, -2.50, 0.86], [-4.57, -2.55, 0.49], [2.00, 3.97, -0.69], [5.35, -0.67, -1.18], [3.40, 2.88, -1.96], [4.98, 1.81, -2.95], [-4.24, -0.41, -0.67], [3.08, 0.82, -0.25], [2.47, 3.04, -0.95], [-4.57, 0.30, -1.34], [-1.24, -1.71, 3.12], [4.21, 1.73, -2.11], [-2.54, -1.46, 0.51], [3.06, -0.44, 0.96], [-6.12, -1.43, -0.61], [-5.28, -3.32, 0.77]]
}


{
  "formula": "C52H42BrClFeN6O3P2Se2",
  "method": "wB97M-V/def2-TZVPD",
  "e_above_lowest_kj_mol": 72.27,
  "fmax_ev_per_a": 3.01,
  "mol_weight_g_mol": 1190.0,
  "lumo_ev": [-3.313, -5.475],
  "charge": 1,
  "s_squared": 8.763,
  "spin_multiplicity": 6,
  "species": ["H", "H", "H", "C", "N", "H", "C", "H", "H", "C", "H", "C", "H", "H", "C", "O", "C", "C", "H", "H", "C", "C", "N", "P", "N", "H", "H", "C", "H", "C", "Se", "O", "N", "H", "C", "C", "Se", "Cl", "H", "H", "H", "C", "C", "C", "H", "C", "C", "C", "H", "C", "H", "H", "H", "C", "C", "C", "P", "C", "C", "H", "H", "C", "O", "H", "C", "C", "C", "C", "C", "Br", "H", "C", "C", "C", "H", "H", "C", "H", "C", "C", "C", "C", "H", "H", "H", "C", "C", "C", "C", "C", "H", "H", "H", "H", "H", "C", "C", "C", "C", "C", "N", "N", "C", "H", "H", "Fe", "C", "C", "H", "H"],
  "positions_angstrom": [[-2.67, 4.47, 3.54], [4.02, 1.50, 5.28], [-5.85, 2.50, -0.32], [-6.35, 1.93, -3.62], [3.85, -2.00, -0.73], [0.31, -1.43, -5.55], [-5.79, 2.01, -1.28], [-0.32, 3.76, 3.30], [6.51, 3.77, 2.42], [6.37, -1.70, 2.57], [-6.98, 3.48, -2.28], [0.32, -6.09, -1.39], [6.25, 2.22, 1.58], [0.81, -8.09, -0.78], [-2.61, -0.44, -0.47], [0.83, -1.98, 2.02], [3.64, 1.26, 1.94], [-4.48, 1.60, 4.15], [-0.37, -6.38, -2.17], [-2.66, 3.24, -6.38], [-3.17, 3.19, -4.30], [2.01, -5.23, 0.55], [-1.03, -1.88, -0.63], [-4.33, -0.15, -0.07], [-0.49, -0.71, -0.92], [2.25, -0.20, 5.22], [0.46, 2.75, 1.22], [-1.48, 2.37, -2.80], [0.04, -0.69, 4.80], [-3.21, 3.83, 1.58], [1.31, 1.81, -1.21], [2.25, -0.11, 0.69], [1.39, -4.33, -0.19], [4.70, -2.48, 3.66], [-2.33, 4.01, 2.63], [4.77, -1.94, 0.30], [-5.29, -2.03, 0.07], [2.68, -7.72, 1.37], [-6.44, 1.25, 1.42], [2.69, -4.87, 1.32], [0.04, -3.97, -1.68], [-1.46, 2.84, 0.26], [-0.57, 3.04, 1.32], [-3.32, 1.01, 3.68], [-6.51, 2.13, 3.72], [1.12, -1.49, -4.85], [-5.09, 0.82, -1.42], [-0.63, 2.19, -3.89], [0.91, -2.22, 4.96], [-6.42, 2.56, -2.38], [-2.37, 0.06, 2.01], [-4.16, 3.60, -4.45], [3.29, -2.69, 1.64], [3.43, -1.39, -4.29], [3.61, 1.16, 4.34], [2.64, 0.26, 1.85], [-0.81, 1.89, -1.17], [-1.43, 0.24, -0.84], [2.43, -1.26, -5.24], [-2.46, 0.90, 4.32], [-6.86, 2.36, -4.47], [3.09, -1.71, -2.98], [5.13, 2.59, 3.28], [-0.38, 2.36, -6.00], [4.13, 1.69, 3.14], [2.11, -0.28, 3.07], [0.87, -1.82, -3.52], [-2.76, 2.87, -3.02], [-5.03, 0.19, -2.66], [7.42, -1.43, 4.12], [-4.24, 4.15, 1.67], [6.09, -1.47, 0.20], [-2.33, 3.00, -5.38], [0.32, -1.60, 4.29], [2.67, -1.00, -6.26], [3.98, 1.65, 0.99], [-2.79, 3.23, 0.41], [4.47, -1.23, -4.56], [2.63, 0.21, 4.29], [4.30, -2.32, 1.56], [-3.27, 0.54, 2.38], [-5.60, 1.70, 3.34], [-3.45, 3.01, -2.21], [-3.49, 3.07, -0.39], [6.51, -1.18, -0.75], [6.89, -1.36, 1.32], [5.08, -2.20, 2.69], [-1.01, 3.62, 2.49], [1.10, -1.31, 3.03], [-5.55, 1.22, 2.04], [-0.57, -2.16, 4.00], [-5.62, 0.23, -4.71], [5.05, 3.53, 1.43], [-0.14, -2.01, -3.18], [0.37, 1.81, -3.74], [-4.37, 0.68, 1.55], [0.55, -4.75, -1.13], [1.83, -6.60, 0.37], [-5.65, 0.74, -3.75], [5.76, 3.05, 2.11], [1.82, -1.92, -2.60], [-2.29, -1.74, -0.36], [-1.06, 2.50, -5.17], [5.14, -1.61, -2.33], [7.90, -0.99, 1.24], [1.38, -1.86, -0.16], [4.13, -1.78, -1.96], [0.96, -7.04, -0.62], [-4.52, 1.96, 5.17], [-4.51, -0.76, -2.74]]
}


{
  "formula": "CH3ClO2S",
  "method": "wB97M-V/def2-TZVPD",
  "e_above_lowest_kj_mol": 300.09,
  "fmax_ev_per_a": 3.68,
  "mol_weight_g_mol": 114.6,
  "lumo_ev": [-1.322, -1.170],
  "spin_multiplicity": 1,
  "species": ["S", "H", "H", "O", "O", "C", "Cl", "H"],
  "positions_angstrom": [[1.43, -1.70, -0.08], [0.48, 0.60, 1.63], [0.28, -2.33, 0.59], [-0.02, 1.12, 0.90], [-0.26, 0.90, -1.36], [-0.48, 0.42, -0.13], [-2.01, -0.39, -0.19], [0.57, 1.37, -1.36]]
}


{
  "formula": "C24H29N5OS",
  "method": "wB97M-V/def2-TZVPD",
  "e_above_lowest_kj_mol": 18.72,
  "fmax_ev_per_a": 0.75,
  "smiles": "Cc1c(C(=O)N2CCC(C)CC2)sc2ncnc(N3CCN(c4ccccc4)CC3)c12",
  "mol_weight_g_mol": 435.6,
  "lumo_ev": 0.469,
  "spin_multiplicity": 1,
  "species": ["H", "H", "H", "H", "H", "H", "C", "C", "H", "H", "C", "H", "O", "H", "C", "C", "C", "N", "H", "H", "C", "H", "H", "C", "C", "C", "C", "C", "H", "H", "H", "N", "H", "C", "C", "H", "C", "C", "H", "C", "H", "H", "N", "H", "H", "N", "C", "H", "N", "H", "H", "S", "C", "C", "C", "H", "C", "H", "C", "C"],
  "positions_angstrom": [[3.34, -1.98, 0.40], [-3.06, -0.56, -1.43], [-4.91, 0.88, -1.74], [-0.97, -0.84, 2.59], [2.78, 0.01, -1.02], [1.34, -0.56, -0.16], [4.39, 0.92, 1.63], [-5.16, -1.89, 0.82], [5.36, 1.39, 1.76], [-7.91, -0.65, -2.13], [-7.69, 0.07, -1.35], [-0.05, -1.52, 1.26], [-3.30, -0.68, 2.39], [-8.52, 0.06, -0.64], [3.50, 1.82, 0.76], [6.45, -1.60, -1.91], [-3.23, -0.49, 1.19], [-4.05, -1.10, 0.32], [4.41, -1.71, -1.36], [0.71, 5.07, -0.66], [7.72, -1.15, -1.61], [-7.64, 1.06, -1.80], [2.78, -1.11, 1.83], [3.23, -0.99, 0.83], [-5.20, -0.16, -1.63], [1.14, 2.00, 0.31], [5.38, -1.34, -1.07], [-6.38, -0.27, -0.65], [3.92, 0.79, 2.61], [-6.22, 0.44, 0.16], [7.05, 0.34, 1.34], [-0.81, 3.71, -0.62], [-5.50, -0.53, -2.61], [0.44, 4.06, -0.42], [2.32, -0.11, -0.03], [8.90, -0.09, -0.17], [7.91, -0.44, -0.44], [-0.21, 1.57, 0.36], [-4.06, -2.01, -1.53], [-6.40, -1.68, -0.05], [0.65, -0.21, 2.23], [-5.34, -1.56, 1.85], [2.20, 1.20, 0.60], [3.36, 2.79, 1.23], [3.98, 1.98, -0.22], [4.53, -0.39, 1.02], [-2.22, 0.45, 0.64], [-6.43, -2.41, -0.86], [1.41, 3.27, 0.01], [6.28, -2.16, -2.82], [-7.30, -1.82, 0.55], [-2.74, 1.88, -0.22], [-4.01, -0.99, -1.12], [-0.88, 0.43, 0.91], [6.86, -0.18, 0.41], [-4.89, -2.95, 0.85], [5.56, -0.62, 0.11], [8.55, -1.35, -2.27], [-0.26, -0.60, 1.79], [-1.12, 2.49, -0.20]]
}